{
  "formula": "C36H44FN8",
  "method": "ωB97M-V/def2-TZVPD",
  "e_homo_ev": [-6.2, -7.3],
  "fmax_ev_per_a": 4.5,
  "mol_weight_g_mol": 607.802,
  "homo_lumo_gap_ev": [5.1454, 6.2628],
  "multiplicity": 2,
  "symbols": ["C", "N", "C", "C", "C", "C", "C", "C", "C", "C", "N", "C", "C", "C", "H", "H", "H", "H", "H", "H", "H", "H", "H", "H", "H", "H", "H", "H", "F", "N", "C", "C", "C", "C", "H", "H", "H", "H", "H", "N", "C", "C", "C", "C", "H", "H", "H", "H", "H", "N", "C", "C", "C", "C", "H", "H", "H", "H", "H", "N", "C", "C", "C", "C", "H", "H", "H", "H", "H", "N", "C", "C", "C", "C", "H", "H", "H", "H", "H", "N", "C", "C", "C", "C", "H", "H", "H", "H", "H"],
  "xyz": [[-1.483, 2.170, 3.824], [-2.069, 0.990, 3.179], [-1.608, 0.692, 1.981], [-2.202, -0.377, 1.368], [-3.047, -1.290, 2.043], [-3.399, -0.951, 3.388], [-2.941, 0.219, 3.905], [-3.686, -2.431, 1.408], [-5.040, -2.474, 1.360], [-5.583, -3.649, 0.857], [-4.865, -4.654, 0.294], [-3.505, -4.572, 0.204], [-2.923, -3.439, 0.796], [-5.569, -5.762, -0.292], [-0.836, 1.780, 4.610], [-2.322, 2.781, 4.159], [-0.899, 2.757, 3.115], [-0.787, 1.323, 1.671], [-1.928, -0.600, 0.348], [-4.094, -1.486, 4.018], [-3.272, 0.513, 4.890], [-5.760, -1.760, 1.732], [-6.646, -3.839, 0.829], [-2.980, -5.419, -0.213], [-1.846, -3.357, 0.793], [-6.326, -6.064, 0.431], [-4.851, -6.582, -0.300], [-5.894, -5.524, -1.305], [0.928, 0.814, -0.330], [0.459, 0.900, -3.208], [1.530, 1.002, -4.046], [1.037, 0.951, -5.319], [-0.376, 0.825, -5.257], [-0.691, 0.622, -3.921], [0.439, 0.884, -2.198], [2.539, 1.042, -3.663], [1.658, 0.912, -6.202], [-1.040, 0.812, -6.108], [-1.661, 0.459, -3.476], [2.904, 2.936, -0.837], [2.609, 4.107, -1.453], [3.728, 4.829, -1.676], [4.767, 4.035, -1.118], [4.234, 2.861, -0.647], [2.238, 2.222, -0.582], [1.605, 4.301, -1.800], [3.811, 5.796, -2.151], [5.831, 4.198, -1.034], [4.636, 1.991, -0.149], [-0.616, 3.293, -0.604], [-0.653, 4.191, 0.367], [-1.465, 5.276, -0.107], [-1.716, 5.004, -1.401], [-1.104, 3.797, -1.730], [-0.155, 2.405, -0.461], [-0.099, 4.119, 1.292], [-1.663, 6.161, 0.479], [-2.184, 5.668, -2.113], [-1.191, 3.171, -2.606], [3.386, -0.457, -0.768], [4.498, -0.719, -0.025], [5.343, -1.461, -0.783], [4.791, -1.623, -2.063], [3.583, -0.985, -1.998], [2.535, 0.011, -0.490], [4.599, -0.495, 1.027], [6.193, -1.968, -0.352], [5.389, -2.105, -2.822], [2.830, -0.925, -2.770], [1.679, 0.267, 2.472], [1.892, 1.384, 3.231], [2.382, 0.997, 4.439], [2.407, -0.416, 4.479], [2.014, -0.862, 3.227], [1.454, 0.225, 1.489], [1.840, 2.302, 2.665], [2.771, 1.735, 5.125], [2.811, -1.001, 5.292], [1.910, -1.855, 2.813], [0.534, -1.986, -1.072], [-0.434, -2.442, -1.906], [-0.592, -3.836, -1.685], [0.362, -4.202, -0.639], [0.939, -3.006, -0.200], [0.874, -1.036, -1.033], [-0.941, -1.729, -2.538], [-1.275, -4.456, -2.246], [0.535, -5.240, -0.397], [1.708, -2.692, 0.490]]
}

{
  "formula": "C36H45ClCrN5OS2Si",
  "method": "ωB97M-V/def2-TZVPD",
  "e_homo_ev": [-10.1, -10.5],
  "e_above_lowest_kcal_mol": 10.7,
  "charge": 1,
  "fmax_ev_per_a": 1.5,
  "mol_weight_g_mol": 743.459,
  "homo_lumo_gap_ev": [8.0978, 8.2778],
  "multiplicity": 5,
  "symbols": ["Cr", "C", "Si", "C", "C", "C", "C", "C", "C", "N", "C", "S", "H", "H", "H", "H", "H", "H", "H", "H", "H", "H", "H", "H", "N", "S", "C", "C", "C", "C", "C", "C", "C", "C", "C", "C", "C", "C", "H", "H", "H", "H", "H", "H", "H", "H", "H", "H", "H", "C", "C", "C", "C", "C", "O", "C", "C", "C", "C", "C", "C", "Cl", "C", "C", "C", "N", "C", "N", "C", "N", "H", "H", "H", "H", "H", "H", "H", "H", "H", "H", "H", "H", "H", "H", "H", "H", "H", "H", "H", "H", "H", "H"],
  "xyz": [[0.003, 0.156, 0.263], [4.668, 1.336, 4.470], [3.672, -0.217, 4.061], [4.667, -1.785, 4.361], [2.118, -0.162, 5.115], [3.366, -0.135, 2.179], [4.433, 0.198, 1.350], [4.276, 0.350, -0.027], [3.006, 0.271, -0.548], [1.956, -0.048, 0.217], [2.141, -0.350, 1.529], [0.691, -1.034, 2.200], [4.920, 1.343, 5.533], [4.096, 2.242, 4.261], [5.607, 1.399, 3.915], [4.898, -1.911, 5.421], [5.611, -1.769, 3.814], [4.106, -2.662, 4.033], [2.399, -0.091, 6.169], [1.499, -1.050, 4.995], [1.497, 0.705, 4.879], [5.414, 0.339, 1.789], [5.120, 0.558, -0.669], [2.801, 0.454, -1.595], [0.197, 2.157, -0.399], [-0.495, 3.339, -1.231], [0.824, 4.516, -1.578], [0.504, 5.822, -1.919], [1.525, 6.694, -2.260], [2.843, 6.257, -2.267], [3.147, 4.946, -1.932], [2.133, 4.062, -1.593], [-1.462, 4.323, -0.064], [-2.839, 4.370, -0.222], [-3.610, 5.009, 0.738], [-3.001, 5.602, 1.833], [-1.619, 5.557, 1.976], [-0.843, 4.912, 1.029], [0.762, 2.564, 0.347], [-0.525, 6.159, -1.903], [1.293, 7.717, -2.524], [3.636, 6.939, -2.545], [4.174, 4.607, -1.940], [2.355, 3.032, -1.343], [-3.314, 3.917, -1.083], [-4.686, 5.035, 0.630], [-3.604, 6.109, 2.575], [-1.148, 6.028, 2.829], [0.235, 4.875, 1.139], [-8.320, -0.370, 0.998], [-7.572, -0.772, 2.279], [-8.288, -0.097, 3.460], [-7.663, -2.293, 2.447], [-6.083, -0.290, 2.225], [-6.029, 1.125, 2.093], [-5.328, -0.784, 3.497], [-4.380, 0.221, 4.172], [-3.777, -0.414, 5.401], [-2.648, -1.218, 5.318], [-2.122, -1.846, 6.434], [-2.735, -1.668, 7.663], [-2.078, -2.437, 9.068], [-3.865, -0.874, 7.776], [-4.380, -0.258, 6.646], [-5.483, -0.798, 0.891], [-4.163, -0.311, 0.504], [-2.933, -0.634, 0.906], [-2.040, 0.074, 0.214], [-2.819, 0.819, -0.624], [-4.092, 0.603, -0.480], [-9.395, -0.454, 1.162], [-8.070, -1.023, 0.160], [-8.100, 0.661, 0.720], [-9.293, -0.507, 3.550], [-8.399, 0.979, 3.304], [-7.784, -0.263, 4.413], [-8.711, -2.588, 2.495], [-7.180, -2.636, 3.363], [-7.217, -2.819, 1.601], [-6.528, 1.523, 2.814], [-4.784, -1.705, 3.266], [-6.055, -1.058, 4.259], [-4.941, 1.107, 4.470], [-3.602, 0.556, 3.487], [-2.143, -1.349, 4.372], [-1.239, -2.464, 6.345], [-4.335, -0.740, 8.740], [-5.263, 0.364, 6.739], [-6.121, -0.415, 0.101], [-5.483, -1.886, 0.865], [-2.693, -1.391, 1.631], [-2.418, 1.465, -1.380]]
}

{
  "formula": "C36H45N5O5Ti",
  "method": "ωB97M-V/def2-TZVPD",
  "e_homo_ev": [-0.2, -1.7],
  "e_above_lowest_kcal_mol": 19.1,
  "charge": -2,
  "fmax_ev_per_a": 1.0,
  "mol_weight_g_mol": 675.653,
  "homo_lumo_gap_ev": [4.7834, 6.2868],
  "multiplicity": 3,
  "symbols": ["Ti", "C", "C", "C", "C", "C", "N", "C", "C", "C", "N", "C", "C", "C", "C", "C", "C", "C", "C", "N", "C", "C", "C", "N", "C", "C", "C", "C", "O", "C", "O", "H", "H", "H", "H", "H", "H", "H", "H", "H", "H", "H", "H", "H", "H", "H", "H", "H", "H", "H", "H", "H", "H", "H", "H", "H", "H", "H", "H", "C", "C", "C", "O", "H", "H", "H", "H", "H", "H", "H", "O", "C", "O", "H", "C", "C", "C", "C", "C", "C", "C", "C", "N", "H", "H", "H", "H", "H", "H", "H", "H", "H"],
  "xyz": [[0.771, 0.157, 0.059], [1.429, -2.795, 6.860], [1.020, -2.324, 5.486], [-0.262, -1.836, 5.254], [-0.684, -1.354, 3.991], [-1.997, -0.903, 3.809], [-2.609, -0.646, 2.609], [-3.728, 0.272, 2.580], [-3.327, 1.759, 2.481], [-3.628, 2.370, 1.107], [-3.036, 1.622, 0.025], [-3.787, 0.780, -0.737], [-3.338, -0.311, -1.490], [-4.196, -0.937, -2.428], [-3.811, -2.038, -3.185], [-4.755, -2.652, -4.190], [-2.534, -2.544, -3.007], [-1.635, -1.975, -2.078], [-0.330, -2.577, -1.929], [0.642, -2.194, -1.199], [1.807, -3.067, -1.233], [3.136, -2.325, -1.324], [3.549, -1.667, 0.006], [2.418, -1.511, 0.893], [2.547, -1.926, 2.089], [1.562, -1.864, 3.149], [1.914, -2.353, 4.427], [0.283, -1.328, 2.906], [-0.054, -0.828, 1.779], [-2.003, -0.861, -1.300], [-1.241, -0.365, -0.399], [0.557, -2.904, 7.509], [2.111, -2.086, 7.340], [1.938, -3.762, 6.820], [-0.981, -1.828, 6.070], [-2.648, -0.845, 4.678], [-1.970, -0.615, 1.813], [-4.319, 0.098, 3.484], [-4.360, 0.009, 1.728], [-2.251, 1.834, 2.662], [-3.823, 2.357, 3.254], [-3.262, 3.401, 1.094], [-4.711, 2.406, 0.943], [-2.020, 1.485, 0.071], [-4.842, 1.042, -0.800], [-5.193, -0.523, -2.566], [-5.752, -2.214, -4.104], [-4.853, -3.732, -4.043], [-4.411, -2.494, -5.217], [-2.204, -3.403, -3.588], [-0.196, -3.482, -2.545], [1.734, -3.763, -2.082], [1.807, -3.672, -0.319], [3.078, -1.583, -2.122], [3.897, -3.059, -1.608], [3.933, -0.670, -0.183], [4.349, -2.252, 0.487], [3.499, -2.399, 2.375], [2.920, -2.740, 4.572], [-0.831, 4.106, -0.325], [0.287, 3.069, -0.458], [1.585, 3.647, 0.096], [-0.132, 1.875, 0.148], [-0.542, 5.045, -0.808], [-1.021, 4.304, 0.734], [-1.750, 3.745, -0.792], [0.443, 2.894, -1.532], [1.484, 3.904, 1.153], [1.844, 4.549, -0.469], [2.394, 2.926, 0.009], [2.338, 2.379, 3.271], [1.663, 1.594, 2.606], [2.023, 1.011, 1.524], [0.639, 1.358, 2.952], [-0.183, 0.827, -3.492], [1.267, 1.189, -3.641], [1.739, 1.674, -4.850], [3.062, 2.065, -5.021], [3.913, 1.975, -3.930], [3.485, 1.481, -2.704], [4.454, 1.434, -1.552], [2.145, 1.042, -2.527], [1.702, 0.551, -1.343], [-0.557, 1.129, -2.513], [-0.785, 1.307, -4.267], [-0.341, -0.252, -3.563], [1.040, 1.769, -5.677], [3.411, 2.455, -5.970], [4.944, 2.308, -4.024], [5.214, 2.212, -1.658], [4.975, 0.473, -1.512], [3.940, 1.568, -0.599]]
}